Record 1
A structure of composition C27H33AuN4S2Si, computed with wB97M-V/def2-TZVPD.

Structure (ORCA input):
```
! wB97M-V def2-TZVPD RIJCOSX def2/J DEFGRID3
* xyz 2 1
Au -0.414 -0.073 1.116
S 1.156 -1.360 0.031
C 0.611 -2.955 0.279
N 1.396 -3.979 0.111
C 0.862 -5.347 0.236
C -0.550 -5.387 -0.278
N -1.351 -4.352 0.393
C -2.770 -4.644 0.703
C -3.003 -4.843 2.183
C -2.182 -5.684 2.927
C -2.427 -5.883 4.276
C -3.503 -5.250 4.885
C -4.329 -4.418 4.144
C -4.076 -4.209 2.796
C -0.816 -3.197 0.675
S -1.701 -1.990 1.473
C 2.855 -3.847 -0.168
C 3.642 -4.871 0.599
C 4.289 -5.905 -0.068
C 5.010 -6.848 0.651
C 5.080 -6.761 2.033
C 4.438 -5.726 2.702
C 3.723 -4.780 1.986
H 0.930 -5.655 1.281
H 1.501 -6.007 -0.346
H -0.996 -6.354 -0.056
H -0.600 -5.226 -1.358
H -3.028 -5.531 0.126
H -3.366 -3.809 0.329
H -1.353 -6.206 2.458
H -1.791 -6.543 4.850
H -3.701 -5.413 5.936
H -5.174 -3.934 4.614
H -4.723 -3.559 2.218
H 3.144 -2.834 0.107
H 2.987 -3.959 -1.246
H 4.244 -5.967 -1.149
H 5.522 -7.646 0.130
H 5.646 -7.494 2.592
H 4.508 -5.650 3.779
H 3.241 -3.959 2.508
C -3.434 0.486 3.077
C -2.517 1.633 2.808
C -2.698 2.903 3.300
C -1.764 3.901 2.996
C -0.657 3.658 2.214
C -0.515 2.364 1.715
N -1.444 1.422 2.019
N 0.429 1.760 0.939
Si 1.917 2.305 0.117
C 1.760 1.789 -1.664
C 2.012 4.155 0.243
C 3.349 1.462 0.951
H -4.288 0.811 3.665
H -2.916 -0.296 3.638
H -3.803 0.061 2.141
H -3.559 3.122 3.914
H -1.914 4.896 3.396
H 0.069 4.425 2.002
H 0.856 2.201 -2.116
H 1.755 0.710 -1.822
H 2.614 2.185 -2.221
H 1.120 4.651 -0.141
H 2.850 4.479 -0.381
H 2.212 4.506 1.256
H 3.268 0.373 0.902
H 3.418 1.747 2.002
H 4.288 1.740 0.468
*
```

Calculated values
LUMO energy in eV: -7.57
Largest force on an atom in eV/A: 0.16
HOMO-LUMO gap in eV: 6.0


Record 2
A structure of composition C27H33BeBrCl7F2LiMgN3O2PS in a non-equilibrium geometry, computed with wB97M-V/def2-TZVPD.

Structure (ORCA input):
```
! wB97M-V def2-TZVPD RIJCOSX def2/J DEFGRID3
* xyz 2 1
N 7.087 2.134 -0.436
P 7.169 3.742 -1.078
O 7.362 4.799 0.204
C 5.517 4.073 -1.851
C 5.005 5.362 -2.083
C 3.651 5.594 -2.695
C 2.900 4.461 -3.024
C 3.414 3.150 -2.785
C 4.711 2.983 -2.214
N 2.700 1.976 -3.058
C 1.323 2.039 -2.659
C 0.768 0.960 -1.992
C -0.594 0.932 -1.582
C -1.046 -0.367 -0.893
C -1.000 -1.488 -2.011
C -0.581 -2.877 -1.458
C 0.790 -2.863 -0.800
C 1.969 -2.338 -1.387
C 3.183 -2.405 -0.690
C 3.297 -2.997 0.590
C 2.113 -3.514 1.195
C 0.903 -3.444 0.497
C -1.440 2.031 -1.837
C -0.878 3.148 -2.518
C 0.480 3.161 -2.907
S 1.246 4.559 -3.734
H 6.118 1.876 -0.220
H 7.576 2.091 0.462
H 6.602 4.786 0.811
H 5.606 6.274 -1.783
H 3.207 6.623 -2.875
H 5.106 1.969 -2.048
H 3.088 1.184 -2.549
H 1.402 0.084 -1.800
H -2.080 -0.205 -0.547
H -0.357 -0.672 -0.081
H -2.031 -1.579 -2.410
H -0.369 -1.210 -2.873
H -0.574 -3.586 -2.314
H -1.312 -3.268 -0.730
H 1.931 -1.876 -2.384
H 4.109 -2.023 -1.141
H 4.252 -3.094 1.165
H 2.086 -3.967 2.196
H 0.000 -3.859 0.968
H -2.490 1.991 -1.537
H -1.504 4.052 -2.775
Be 4.372 7.309 -1.779
F 4.726 9.665 -3.163
Cl -2.789 4.436 -1.455
C -3.458 6.078 -1.021
C -3.637 6.211 0.506
Cl -4.951 5.158 1.130
H -4.409 6.227 -1.578
H -2.744 6.817 -1.376
H -3.917 7.271 0.769
H -2.711 5.951 1.043
Cl 2.571 6.434 -5.107
C -2.404 -2.790 2.821
Cl -0.952 -1.810 3.201
Cl -1.992 -4.512 2.935
Cl -3.691 -2.414 3.971
Cl -2.933 -2.412 1.185
Li -4.851 6.947 2.503
F 5.092 -1.690 1.674
C -3.797 -7.492 3.258
C -5.066 -7.207 3.984
O -5.637 -6.165 4.022
N -5.739 -8.275 4.794
C -5.880 -9.629 4.176
H -3.329 -6.546 2.982
H -3.111 -8.048 3.902
H -4.005 -8.068 2.354
H -5.200 -8.345 5.664
H -6.637 -7.846 5.046
H -6.215 -10.315 4.951
H -4.919 -9.955 3.790
H -6.622 -9.571 3.384
Br -5.109 7.796 -0.553
Mg -0.472 -1.610 5.656
*
```

Calculated values
LUMO energy in eV: -9.10
Largest force on an atom in eV/A: 7.98
HOMO-LUMO gap in eV: 1.4


Record 3
A cluster of 8 separate species, C27H33Cl6F3O2 in total in a non-equilibrium geometry, computed with wB97M-V/def2-TZVPD.

Structure (ORCA input):
```
! wB97M-V def2-TZVPD RIJCOSX def2/J DEFGRID3
* xyz 0 1
F 1.916 -1.643 3.455
C 1.297 -0.500 3.939
C 1.994 0.684 4.104
C 1.393 1.790 4.698
C 0.050 1.655 5.030
C -0.659 0.481 4.914
C -0.055 -0.589 4.221
H 3.031 0.747 3.809
H 1.873 2.754 4.776
H -0.464 2.493 5.479
H -1.646 0.437 5.349
H -0.726 -1.421 4.069
F -7.053 -0.298 2.077
C -6.047 -0.866 1.331
C -5.645 -0.188 0.151
C -4.480 -0.561 -0.469
C -3.846 -1.763 -0.061
C -4.307 -2.481 1.033
C -5.405 -1.997 1.753
H -6.134 0.737 -0.116
H -4.018 -0.005 -1.271
H -3.034 -2.117 -0.679
H -3.911 -3.469 1.219
H -5.797 -2.549 2.593
F 1.249 0.977 -2.487
C 0.703 0.994 -1.233
C -0.438 0.238 -0.954
C -1.030 0.324 0.322
C -0.448 1.154 1.280
C 0.660 1.940 0.979
C 1.214 1.831 -0.320
H -0.815 -0.458 -1.687
H -1.963 -0.209 0.427
H -0.804 1.184 2.299
H 1.184 2.566 1.686
H 2.031 2.491 -0.570
C -2.153 -2.591 -3.838
C -2.769 -3.344 -4.972
C -3.590 -2.548 -6.023
O -2.645 -4.540 -5.024
H -2.909 -1.893 -3.479
H -1.244 -2.041 -4.083
H -1.973 -3.331 -3.058
H -2.917 -1.844 -6.513
H -4.452 -2.102 -5.527
H -3.885 -3.214 -6.834
C 1.700 -3.145 -0.523
C 2.707 -2.894 -1.600
C 2.271 -1.808 -2.627
O 3.816 -3.403 -1.713
H 1.362 -4.179 -0.581
H 0.897 -2.408 -0.538
H 2.360 -3.013 0.335
H 1.241 -1.957 -2.951
H 2.899 -1.963 -3.505
H 2.475 -0.798 -2.271
Cl 4.159 0.502 -0.563
C 3.787 -0.196 1.040
Cl 5.083 0.114 2.204
H 2.829 0.239 1.327
H 3.695 -1.280 0.977
Cl 3.263 4.646 -1.508
C 4.355 3.860 -2.640
Cl 3.499 2.782 -3.758
H 4.874 4.537 -3.319
H 5.183 3.320 -2.179
Cl 2.950 4.387 2.093
C 3.226 6.015 2.656
Cl 3.743 7.169 1.398
H 2.279 6.380 3.055
H 4.011 6.179 3.394
*
```

Calculated values
LUMO energy in eV: 0.32
Structure (SMILES): Fc1ccccc1.Fc1ccccc1.Fc1ccccc1.CC(C)=O.CC(C)=O.ClCCl.ClCCl.ClCCl
Largest force on an atom in eV/A: 2.81
HOMO-LUMO gap in eV: 9.7


Record 4
A structure of composition C27H33N2Pt in a non-equilibrium geometry, computed with wB97M-V/def2-TZVPD.

Structure (ORCA input):
```
! wB97M-V def2-TZVPD RIJCOSX def2/J DEFGRID3
* xyz 1 5
C 1.110 -2.397 0.400
C 2.064 -1.646 -0.382
C 1.677 -1.733 -1.766
C 0.475 -2.534 -1.854
C 0.108 -2.926 -0.499
Pt -0.057 -0.733 -0.653
C -2.005 2.028 -0.539
C -2.108 1.104 0.610
H -2.377 1.518 1.577
C -1.700 -0.274 0.546
H -2.484 -0.965 0.162
H -1.435 -0.644 1.556
C -2.695 3.382 -0.283
H -2.206 3.942 0.522
H -2.660 4.001 -1.189
H -3.748 3.251 -0.011
C -2.720 1.364 -1.740
H -2.471 0.301 -1.825
H -3.805 1.437 -1.628
H -2.443 1.849 -2.679
C 3.247 -0.898 0.124
H 3.168 -0.714 1.199
H 4.174 -1.458 -0.056
H 3.342 0.069 -0.386
C 2.451 -1.181 -2.915
H 2.783 -0.157 -2.708
H 3.347 -1.788 -3.108
H 1.849 -1.176 -3.829
C -0.265 -2.896 -3.097
H -0.200 -2.089 -3.837
H 0.152 -3.807 -3.551
H -1.322 -3.081 -2.873
C -1.053 -3.780 -0.130
H -1.888 -3.608 -0.814
H -0.794 -4.845 -0.172
H -1.381 -3.553 0.887
C 1.149 -2.631 1.868
H 0.136 -2.645 2.285
H 1.624 -3.594 2.105
H 1.718 -1.844 2.368
C -0.042 1.030 -1.573
C -0.552 2.206 -0.852
C 0.284 1.188 -2.915
C -0.221 3.544 -1.412
H 0.136 1.949 0.034
C 0.373 2.467 -3.481
H 0.468 0.297 -3.515
C 0.194 3.627 -2.699
H -0.397 4.413 -0.767
H 0.582 2.560 -4.543
H 0.421 4.607 -3.116
N 3.785 -0.711 4.240
C 2.717 -0.227 4.209
C 1.397 0.347 4.179
C 0.536 0.244 5.283
C -0.757 0.744 5.180
C -1.142 1.329 3.964
N -0.323 1.424 2.923
C 0.929 0.988 3.013
H 0.899 -0.230 6.196
H -1.477 0.690 5.991
H -2.149 1.722 3.829
H 1.585 1.144 2.148
*
```

Calculated values
⟨S²⟩: 6.063
LUMO energy (spin up / spin down) in eV: -2.53 / -6.66
Largest force on an atom in eV/A: 4.75
HOMO-LUMO gap (spin up / spin down) in eV: 6.9 / 5.2